Run 1
Density functional theory data (the ωB97M-V functional and the def2-TZVPD basis) for a cluster of 2 separate species, C16H17N in total.

HOMO: -7.786 eV
SMILES: Cc1c[nH]c2ccccc12.Cc1ccccc1
HOMO-LUMO gap: 8.6 eV

The geometry in ORCA input format:
```
! RIJCOSX wB97M-V def2-TZVPD def2/J DEFGRID3
* xyz 0 1
C -3.496 3.905 -0.980
C -2.822 2.768 -0.345
C -2.921 2.035 0.867
N -2.167 0.851 0.765
C -1.490 0.823 -0.448
C -0.681 -0.098 -1.101
C -0.353 0.111 -2.424
C -0.555 1.314 -3.084
C -1.277 2.273 -2.432
C -1.891 1.935 -1.209
H -4.535 3.686 -1.068
H -3.230 3.923 -2.061
H -3.425 4.930 -0.446
H -3.496 2.169 1.793
H -2.125 0.177 1.366
H -0.430 -0.998 -0.605
H 0.051 -0.817 -2.828
H -0.188 1.455 -3.975
H -1.336 3.264 -2.838
C 2.664 -3.341 -0.481
C 2.631 -2.514 0.809
C 1.824 -1.366 0.786
C 1.422 -0.747 2.006
C 2.156 -1.260 3.191
C 2.895 -2.368 3.206
C 3.208 -3.006 1.935
H 3.313 -4.281 -0.188
H 3.103 -2.959 -1.386
H 1.612 -3.778 -0.714
H 1.378 -0.985 -0.029
H 0.874 -0.030 2.048
H 1.942 -0.432 3.831
H 3.415 -2.855 4.083
H 3.931 -3.787 1.959
*
```

Run 2
Density functional theory data (the ωB97M-V functional and the def2-TZVPD basis) for a cluster of 2 separate species, C16H17N in total.

HOMO: -7.570 eV
SMILES: Cc1c[nH]c2ccccc12.Cc1ccccc1
HOMO-LUMO gap: 8.4 eV

The geometry in ORCA input format:
```
! RIJCOSX wB97M-V def2-TZVPD def2/J DEFGRID3
* xyz 0 1
C -1.696 -3.733 -0.106
C -0.834 -2.581 0.298
C -1.356 -1.693 1.224
N -0.423 -0.767 1.572
C 0.759 -1.008 0.928
C 2.032 -0.485 1.162
C 3.099 -0.979 0.406
C 2.802 -1.905 -0.587
C 1.578 -2.517 -0.746
C 0.466 -2.120 0.020
H -1.368 -4.129 -1.079
H -2.714 -3.384 -0.090
H -1.407 -4.635 0.452
H -2.389 -1.660 1.532
H -0.516 0.034 2.171
H 2.131 0.368 1.822
H 4.039 -0.520 0.672
H 3.601 -2.357 -1.168
H 1.502 -3.241 -1.550
C 1.360 3.340 0.131
C -0.003 2.811 -0.261
C -0.262 2.402 -1.571
C -1.516 1.894 -1.937
C -2.498 1.738 -0.978
C -2.208 2.100 0.327
C -1.024 2.689 0.700
H 1.247 4.389 0.393
H 2.005 3.340 -0.763
H 1.938 2.640 0.729
H 0.602 2.378 -2.219
H -1.712 1.708 -2.986
H -3.422 1.273 -1.295
H -2.979 1.808 1.037
H -0.835 2.804 1.760
*
```

Run 3
Density functional theory data (the ωB97M-V functional and the def2-TZVPD basis) for a cluster of 2 separate species, C16H17N in total.

HOMO: -8.001 eV
SMILES: Cc1c[nH]c2ccccc12.Cc1ccccc1
HOMO-LUMO gap: 8.9 eV

The geometry in ORCA input format:
```
! RIJCOSX wB97M-V def2-TZVPD def2/J DEFGRID3
* xyz 0 1
C -0.696 0.734 -2.984
C -1.368 -0.193 -1.995
C -1.608 -1.513 -2.067
N -2.345 -1.950 -0.953
C -2.484 -0.856 -0.139
C -3.139 -0.723 1.089
C -3.076 0.469 1.758
C -2.366 1.552 1.217
C -1.884 1.503 -0.081
C -1.976 0.292 -0.753
H 0.110 0.192 -3.441
H -0.537 1.716 -2.551
H -1.446 0.944 -3.757
H -1.174 -2.241 -2.734
H -2.233 -2.858 -0.541
H -3.702 -1.554 1.500
H -3.606 0.608 2.689
H -2.223 2.507 1.709
H -1.440 2.344 -0.562
C 5.067 0.284 -0.247
C 3.682 0.109 0.345
C 3.548 -0.570 1.568
C 2.298 -0.731 2.138
C 1.241 0.043 1.664
C 1.343 0.749 0.476
C 2.555 0.681 -0.215
H 4.981 0.877 -1.146
H 5.383 -0.720 -0.545
H 5.802 0.659 0.450
H 4.421 -1.094 1.924
H 2.169 -1.289 3.015
H 0.343 0.070 2.270
H 0.477 1.306 0.175
H 2.602 1.059 -1.233
*
```

Which structure is the least stable? The one labeled run 1.

Run 1
Density functional theory data (the ωB97M-V functional and the def2-TZVPD basis) for a cluster of 2 separate species, C16H17N in total.

HOMO: -7.752 eV
SMILES: Cc1c[nH]c2ccccc12.Cc1ccccc1
HOMO-LUMO gap: 8.6 eV

The geometry in ORCA input format:
```
! RIJCOSX wB97M-V def2-TZVPD def2/J DEFGRID3
* xyz 0 1
C -0.088 -2.663 2.066
C -1.171 -1.725 1.537
C -2.453 -2.124 1.251
N -3.067 -1.116 0.532
C -2.260 -0.002 0.526
C -2.629 1.332 0.266
C -1.650 2.242 0.582
C -0.488 1.985 1.380
C -0.175 0.683 1.626
C -1.031 -0.359 1.148
H 0.020 -3.413 1.314
H -0.327 -3.063 3.047
H 0.904 -2.229 2.095
H -2.580 -3.185 1.139
H -4.038 -1.057 0.305
H -3.635 1.544 -0.116
H -1.740 3.236 0.196
H 0.077 2.788 1.814
H 0.627 0.270 2.309
C -0.082 1.686 -2.073
C 1.048 0.775 -1.668
C 2.260 1.485 -1.348
C 3.377 0.747 -1.089
C 3.396 -0.661 -1.153
C 2.167 -1.322 -1.245
C 1.026 -0.578 -1.516
H -0.765 1.247 -2.837
H 0.374 2.443 -2.744
H -0.615 2.058 -1.187
H 2.321 2.558 -1.347
H 4.348 1.160 -0.730
H 4.344 -1.172 -1.160
H 2.324 -2.390 -1.142
H 0.180 -1.182 -1.777
*
```

Run 2
Density functional theory data (the ωB97M-V functional and the def2-TZVPD basis) for a cluster of 2 separate species, C16H17N in total.

HOMO: -8.042 eV
SMILES: Cc1c[nH]c2ccccc12.Cc1ccccc1
HOMO-LUMO gap: 9.0 eV

The geometry in ORCA input format:
```
! RIJCOSX wB97M-V def2-TZVPD def2/J DEFGRID3
* xyz 0 1
C 2.972 -3.242 1.315
C 1.685 -3.666 0.746
C 1.237 -4.883 0.336
N -0.012 -4.704 -0.370
C -0.390 -3.430 0.009
C -1.687 -2.836 -0.210
C -1.818 -1.564 0.259
C -0.766 -0.817 0.862
C 0.467 -1.369 1.046
C 0.637 -2.732 0.636
H 3.496 -4.124 1.717
H 2.834 -2.608 2.215
H 3.664 -2.702 0.665
H 1.766 -5.830 0.196
H -0.726 -5.316 -0.711
H -2.388 -3.298 -0.975
H -2.764 -1.047 0.142
H -1.068 0.060 1.440
H 1.301 -0.835 1.495
C -0.813 5.638 0.143
C -0.636 4.263 -0.457
C -1.058 4.094 -1.787
C -0.833 2.786 -2.291
C -0.348 1.752 -1.525
C 0.015 1.979 -0.190
C -0.118 3.242 0.354
H -0.499 5.629 1.205
H -1.829 6.049 0.047
H -0.181 6.407 -0.287
H -1.254 4.962 -2.389
H -1.107 2.754 -3.352
H -0.546 0.762 -1.918
H 0.602 1.156 0.245
H 0.163 3.472 1.387
*
```

Run 3
Density functional theory data (the ωB97M-V functional and the def2-TZVPD basis) for a cluster of 2 separate species, C16H17N in total.

HOMO: -7.655 eV
SMILES: Cc1c[nH]c2ccccc12.Cc1ccccc1
HOMO-LUMO gap: 8.5 eV

The geometry in ORCA input format:
```
! RIJCOSX wB97M-V def2-TZVPD def2/J DEFGRID3
* xyz 0 1
C -1.908 -2.743 -1.456
C -1.118 -2.436 -0.229
C -1.556 -2.008 1.017
N -0.445 -1.371 1.646
C 0.676 -1.441 0.789
C 1.950 -0.794 0.697
C 2.922 -1.255 -0.231
C 2.492 -2.122 -1.326
C 1.188 -2.601 -1.381
C 0.287 -2.137 -0.356
H -2.046 -1.846 -2.167
H -2.777 -3.152 -1.333
H -1.170 -3.447 -2.020
H -2.495 -2.018 1.468
H -0.473 -0.646 2.338
H 2.197 -0.022 1.379
H 3.882 -0.937 -0.094
H 3.473 -2.439 -1.755
H 0.969 -3.141 -2.265
C 1.609 2.730 1.151
C 0.207 2.543 0.627
C 0.062 2.581 -0.760
C -1.210 2.367 -1.210
C -2.330 2.068 -0.407
C -2.145 1.948 0.952
C -0.828 2.260 1.509
H 1.569 2.768 2.264
H 1.905 3.776 0.825
H 2.379 2.064 0.825
H 1.010 2.684 -1.415
H -1.358 2.514 -2.331
H -3.247 2.038 -1.016
H -2.951 1.812 1.729
H -0.720 2.405 2.535
*
```

Run 4
Density functional theory data (the ωB97M-V functional and the def2-TZVPD basis) for a cluster of 2 separate species, C16H17N in total.

HOMO: -7.794 eV
SMILES: Cc1c[nH]c2ccccc12.Cc1ccccc1
HOMO-LUMO gap: 8.7 eV

The geometry in ORCA input format:
```
! RIJCOSX wB97M-V def2-TZVPD def2/J DEFGRID3
* xyz 0 1
C -0.742 -2.278 0.936
C 0.688 -2.146 1.259
C 1.748 -2.995 1.238
N 2.936 -2.466 1.683
C 2.635 -1.183 2.211
C 3.473 -0.212 2.702
C 2.954 1.075 2.885
C 1.664 1.367 2.441
C 0.852 0.359 1.938
C 1.314 -0.939 1.823
H -1.011 -3.310 0.696
H -1.073 -1.671 0.096
H -1.394 -2.007 1.772
H 1.675 -4.016 0.879
H 3.741 -3.053 1.758
H 4.508 -0.478 2.871
H 3.542 1.764 3.476
H 1.297 2.372 2.609
H -0.108 0.716 1.577
C -0.522 0.547 -3.864
C -1.491 0.994 -2.797
C -1.410 0.548 -1.493
C -2.216 1.052 -0.473
C -3.120 2.008 -0.853
C -3.302 2.449 -2.163
C -2.491 1.925 -3.172
H -1.055 0.032 -4.666
H 0.225 -0.135 -3.468
H -0.031 1.425 -4.278
H -0.660 -0.208 -1.285
H -2.214 0.579 0.495
H -3.694 2.576 -0.123
H -4.065 3.136 -2.500
H -2.650 2.171 -4.212
*
```

Which structure is the least stable? The one labeled run 3.

Run 1
Density functional theory data (the ωB97M-V functional and the def2-TZVPD basis) for a cluster of 2 separate species, C16H17N in total.

HOMO: -8.000 eV
SMILES: Cc1c[nH]c2ccccc12.Cc1ccccc1
HOMO-LUMO gap: 8.8 eV

The geometry in ORCA input format:
```
! RIJCOSX wB97M-V def2-TZVPD def2/J DEFGRID3
* xyz 0 1
C 4.296 2.012 2.702
C 3.879 0.806 1.941
C 4.393 0.187 0.865
N 3.499 -0.769 0.372
C 2.563 -0.916 1.430
C 1.553 -1.888 1.449
C 0.577 -1.594 2.351
C 0.583 -0.466 3.257
C 1.598 0.485 3.139
C 2.676 0.088 2.368
H 5.332 1.991 3.055
H 3.757 2.329 3.619
H 4.215 2.938 2.158
H 5.207 0.574 0.198
H 3.765 -1.606 -0.118
H 1.538 -2.770 0.841
H -0.277 -2.259 2.469
H -0.231 -0.323 3.962
H 1.344 1.424 3.658
C -2.662 -2.143 -2.503
C -3.203 -0.731 -2.725
C -3.933 -0.251 -1.634
C -4.375 1.084 -1.699
C -4.045 1.963 -2.714
C -3.105 1.462 -3.648
C -2.739 0.136 -3.691
H -1.810 -2.171 -3.255
H -3.359 -2.918 -2.850
H -2.438 -2.278 -1.429
H -4.438 -0.905 -0.933
H -4.950 1.496 -0.860
H -4.269 3.011 -2.826
H -2.772 2.218 -4.402
H -2.171 -0.215 -4.545
*
```

Run 2
Density functional theory data (the ωB97M-V functional and the def2-TZVPD basis) for a cluster of 2 separate species, C16H17N in total.

HOMO: -7.709 eV
SMILES: Cc1c[nH]c2ccccc12.Cc1ccccc1
HOMO-LUMO gap: 8.5 eV

The geometry in ORCA input format:
```
! RIJCOSX wB97M-V def2-TZVPD def2/J DEFGRID3
* xyz 0 1
C -0.722 -2.818 4.996
C -0.108 -2.233 3.781
C 0.887 -1.297 3.757
N 1.186 -0.967 2.454
C 0.388 -1.671 1.582
C 0.372 -1.693 0.183
C -0.483 -2.650 -0.341
C -1.354 -3.464 0.407
C -1.305 -3.398 1.771
C -0.469 -2.428 2.397
H -1.331 -3.678 4.709
H -1.287 -2.152 5.649
H 0.075 -3.239 5.611
H 1.390 -0.807 4.575
H 1.816 -0.218 2.246
H 0.945 -1.120 -0.528
H -0.662 -2.489 -1.400
H -1.945 -4.201 -0.120
H -2.018 -3.869 2.438
C -0.815 4.835 -2.551
C 0.093 3.661 -2.780
C 0.791 2.992 -1.793
C 1.435 1.773 -2.086
C 1.291 1.154 -3.283
C 0.520 1.785 -4.335
C -0.107 2.940 -4.004
H -1.805 4.500 -2.247
H -0.924 5.374 -3.493
H -0.334 5.506 -1.836
H 0.859 3.542 -0.864
H 2.044 1.305 -1.320
H 1.715 0.194 -3.534
H 0.614 1.385 -5.326
H -0.751 3.447 -4.716
*
```

Which structure is the least stable? The one labeled run 1.

Run 1
Density functional theory data (the ωB97M-V functional and the def2-TZVPD basis) for a cluster of 2 separate species, C4H10NO in total.

HOMO (spin up / spin down): 4.576 / 0.417 eV
HOMO-LUMO gap (spin up / spin down): 2.6 / 6.7 eV

The geometry in ORCA input format:
```
! RIJCOSX wB97M-V def2-TZVPD def2/J DEFGRID3
* xyz -2 2
C -0.700 -0.784 2.542
C -1.508 -0.025 1.795
H -0.890 -1.840 2.716
H 0.171 -0.397 3.072
H -2.321 -0.476 1.235
H -1.450 1.047 1.758
C 0.040 1.038 -0.766
O -1.268 1.167 -0.512
C 0.395 -0.205 -1.648
N 1.823 -0.215 -1.959
H 0.567 1.860 -1.316
H 0.690 0.891 0.144
H 0.083 -1.091 -1.087
H -0.233 -0.128 -2.543
H 2.385 0.282 -1.283
H 2.215 -1.124 -2.150
*
```

Run 2
Density functional theory data (the ωB97M-V functional and the def2-TZVPD basis) for the ion C4H10NO with charge -2.

HOMO (spin up / spin down): 4.458 / 0.275 eV
HOMO-LUMO gap (spin up / spin down): 2.8 / 7.0 eV

The geometry in ORCA input format:
```
! RIJCOSX wB97M-V def2-TZVPD def2/J DEFGRID3
* xyz -2 2
C 1.701 -0.665 -0.146
C 0.561 0.346 0.350
C -0.506 -0.351 1.384
N -0.061 1.134 -0.734
C -1.330 0.285 -1.303
O -2.392 0.205 -0.574
H 1.261 -1.579 -0.332
H 2.465 -0.866 0.728
H 2.456 -0.188 -0.871
H 1.128 1.160 0.966
H -0.840 -1.497 0.982
H -1.428 0.330 1.567
H -0.169 -0.482 2.426
H -0.578 2.014 -0.515
H -0.677 -0.657 -1.541
H -1.591 0.812 -2.387
*
```

Which structure is the least stable? The one labeled run 2.

Run 1
Density functional theory data (the ωB97M-V functional and the def2-TZVPD basis) for a cluster of 12 separate species, CH25O12 in total.

HOMO: -5.521 eV
HOMO-LUMO gap: 8.1 eV

The geometry in ORCA input format:
```
! RIJCOSX wB97M-V def2-TZVPD def2/J DEFGRID3
* xyz -1 1
C 8.878 -5.040 48.925
O 9.665 -6.203 49.292
H 9.459 -4.571 48.123
H 8.969 -4.303 49.669
H 7.924 -5.366 48.593
O 6.462 -3.323 50.809
H 6.836 -4.064 51.297
H 5.551 -3.695 50.306
O 5.352 -6.738 49.169
H 5.416 -6.722 48.185
H 6.176 -7.179 49.495
O 7.823 -7.974 49.573
H 8.524 -7.259 49.688
H 8.256 -8.852 49.648
O 9.584 -7.587 46.757
H 9.052 -7.066 46.157
H 9.438 -7.131 47.516
O 11.784 -2.814 49.610
H 12.027 -3.473 48.917
H 10.956 -3.018 50.232
O 12.101 -5.313 48.353
H 11.236 -5.532 48.612
H 12.578 -5.535 49.110
O 7.111 -2.452 48.351
H 6.973 -2.847 49.199
H 7.933 -2.005 48.413
O 10.388 -4.520 51.559
H 9.877 -4.983 50.957
H 9.794 -4.138 52.203
O 6.123 -6.346 46.634
H 6.940 -6.459 46.020
H 5.479 -6.673 46.034
O 10.309 -7.915 51.257
H 10.309 -7.275 50.603
H 9.958 -7.580 52.174
O 6.305 -3.747 46.178
H 6.150 -4.609 46.642
H 6.451 -3.089 47.046
*
```

Run 2
Density functional theory data (the ωB97M-V functional and the def2-TZVPD basis) for a cluster of 12 separate species, CH25O12 in total.

HOMO: -6.086 eV
HOMO-LUMO gap: 9.0 eV

The geometry in ORCA input format:
```
! RIJCOSX wB97M-V def2-TZVPD def2/J DEFGRID3
* xyz -1 1
C -19.818 -9.890 16.561
O -19.554 -8.451 16.461
H -18.887 -10.270 16.807
H -20.137 -10.438 15.633
H -20.541 -10.148 17.217
O -21.787 -7.180 16.320
H -20.973 -7.655 16.496
H -22.197 -7.683 15.606
O -16.247 -11.421 18.125
H -16.736 -10.550 18.131
H -15.527 -11.419 17.484
O -22.556 -9.851 15.301
H -21.905 -9.713 15.999
H -22.193 -9.509 14.514
O -21.626 -12.324 14.612
H -21.043 -12.697 15.258
H -21.942 -11.511 14.981
O -19.970 -11.105 12.963
H -20.606 -10.638 12.432
H -20.543 -11.708 13.467
O -19.599 -5.382 15.688
H -20.149 -6.084 16.014
H -19.491 -4.908 16.505
O -19.454 -8.379 19.114
H -19.708 -8.657 18.238
H -18.636 -8.682 19.354
O -18.624 -8.186 14.004
H -18.955 -8.245 14.910
H -18.304 -9.086 13.785
O -17.235 -11.232 14.984
H -17.716 -10.728 15.659
H -16.583 -10.553 14.724
O -19.293 -12.982 15.655
H -18.723 -13.397 16.354
H -18.849 -12.209 15.349
O -17.002 -8.724 17.401
H -17.025 -7.889 17.783
H -17.841 -8.615 16.945
*
```

Run 3
Density functional theory data (the ωB97M-V functional and the def2-TZVPD basis) for a cluster of 12 separate species, CH25O12 in total.

HOMO: -6.174 eV
HOMO-LUMO gap: 8.9 eV

The geometry in ORCA input format:
```
! RIJCOSX wB97M-V def2-TZVPD def2/J DEFGRID3
* xyz -1 1
C 8.323 7.004 7.370
O 7.168 6.347 6.949
H 8.276 8.103 7.131
H 8.516 6.898 8.453
H 9.251 6.630 6.875
O 6.725 4.325 8.750
H 6.639 5.183 8.249
H 7.494 4.473 9.318
O 5.939 7.915 9.239
H 6.459 7.542 8.484
H 5.510 8.684 8.833
O 7.911 7.490 11.236
H 8.444 6.740 10.977
H 7.127 7.494 10.657
O 4.218 6.344 7.316
H 4.602 6.338 8.206
H 4.993 6.479 6.768
O 11.430 7.025 4.083
H 11.358 7.982 3.964
H 10.520 6.708 4.272
O 6.223 4.153 5.298
H 6.471 4.890 5.879
H 6.475 3.373 5.793
O 6.287 7.579 4.533
H 6.755 7.266 5.379
H 6.322 8.538 4.506
O 8.810 5.692 4.376
H 8.265 5.575 3.603
H 8.208 5.654 5.126
O 10.025 4.072 8.157
H 9.529 4.604 7.515
H 9.673 3.183 8.011
O 10.544 9.656 5.484
H 11.217 9.156 5.957
H 9.785 9.070 5.537
O 11.421 6.337 9.497
H 12.059 5.946 10.101
H 11.153 5.629 8.912
*
```

Which structure is the least stable? The one labeled run 1.